Molecular formula: C14H44O8
Method: DFT, ωB97M-V/def2-TZVPD

Highest occupied orbital energy = -10.046 eV
Lowest unoccupied orbital energy = 0.0078 Ha
Energy relative to the best compared isomer or geometry (same formula, charge and spin) = 4.257 eV
Gap between HOMO and LUMO = 10.258 eV
SMILES = CCO.CCO.CCO.CCO.CCO.CCO.CCO.O
Multiplicity = 1
Electronic energy = -31606.719 eV

Element x y z (Å)
C: -1.377 -5.793 6.551
C: -1.420 -7.110 7.374
O: -2.525 -7.089 8.231
H: -2.309 -5.698 5.995
H: -0.554 -5.727 5.839
H: -1.213 -4.938 7.208
H: -0.537 -7.162 8.011
H: -1.491 -7.980 6.721
H: -3.183 -7.741 7.981
C: 2.981 -1.992 -0.204
C: 2.381 -0.801 -0.830
O: 1.053 -1.027 -1.198
H: 4.050 -1.961 0.007
H: 2.913 -2.894 -0.812
H: 2.430 -2.246 0.702
H: 2.869 -0.706 -1.800
H: 2.516 0.112 -0.250
H: 0.719 -0.223 -1.602
C: 4.109 4.635 -4.485
C: 3.684 4.623 -5.986
O: 4.745 5.000 -6.917
H: 5.133 4.297 -4.327
H: 3.406 4.106 -3.841
H: 4.285 5.579 -3.970
H: 2.916 5.366 -6.204
H: 3.156 3.728 -6.315
H: 4.386 5.391 -7.717
C: -0.254 2.491 3.915
C: -0.810 1.128 4.402
O: -1.073 1.358 5.732
H: -0.855 3.378 4.115
H: -0.198 2.280 2.848
H: 0.780 2.657 4.218
H: 0.018 0.456 4.176
H: -1.655 0.658 3.897
H: -1.668 2.086 5.922
C: -2.110 -0.600 -9.674
C: -1.374 -0.526 -8.365
O: -1.916 -1.505 -7.577
H: -1.790 0.156 -10.392
H: -3.172 -0.407 -9.527
H: -2.088 -1.543 -10.220
H: -1.514 0.406 -7.817
H: -0.304 -0.731 -8.338
H: -1.540 -1.509 -6.694
C: 4.711 -3.534 7.231
C: 4.088 -2.509 8.167
O: 5.154 -2.125 9.012
H: 3.863 -3.922 6.668
H: 5.161 -4.363 7.778
H: 5.386 -3.149 6.466
H: 3.185 -2.769 8.719
H: 3.840 -1.556 7.700
H: 5.114 -1.185 9.205
C: -6.165 2.264 -3.184
C: -6.557 3.737 -3.205
O: -5.793 4.264 -4.236
H: -5.084 2.292 -3.043
H: -6.466 1.590 -3.986
H: -6.549 1.816 -2.268
H: -6.459 4.312 -2.285
H: -7.625 3.912 -3.334
H: -6.166 4.122 -5.109
O: -1.418 4.792 -3.183
H: -2.303 4.774 -3.548
H: -1.511 5.257 -2.351